The following is a quantum chemistry calculation of a structure of composition C31H26N3O2PS5Se2Tl, from the OMol25 dataset.

Positions of all 71 atoms, in Å:
C: 1.248 -2.420 5.742
C: 1.875 1.083 -1.517
S: -5.226 -0.592 1.424
C: 0.288 -1.961 4.849
Se: 0.240 -1.845 1.655
C: 2.243 -0.253 -1.464
H: 2.225 -0.768 -0.511
S: -3.130 -2.045 -0.586
C: -1.830 1.060 -4.770
N: -0.203 1.518 0.076
H: -5.539 -0.033 -4.679
C: -2.271 0.125 -3.836
C: 0.889 -3.319 6.740
H: 4.691 1.824 4.622
H: 5.363 -2.018 2.853
C: -1.361 -0.409 -2.866
C: 2.440 -0.494 3.629
H: -4.466 3.252 -2.324
P: 0.642 -0.750 3.536
H: -0.259 3.791 -1.575
C: -3.540 2.942 -1.861
C: 4.685 -1.262 3.229
C: 2.575 -0.249 -3.860
C: -2.738 1.607 -5.661
H: 1.593 2.809 -2.743
H: -0.698 -4.459 7.622
C: 2.591 -0.908 -2.631
Tl: -1.799 -0.378 0.925
C: -3.495 1.831 -1.046
H: -4.369 1.228 -0.826
H: -4.776 1.645 -6.325
H: 6.251 0.090 3.799
H: -3.913 -1.004 -3.057
H: 2.783 -0.365 -6.001
C: 2.938 0.687 4.159
C: -2.347 3.633 -2.066
C: -1.176 3.236 -1.463
H: 2.385 -1.902 -5.227
H: 2.244 1.453 4.480
H: 2.865 -1.957 -2.592
C: -1.031 -2.404 4.954
C: -1.381 -3.303 5.946
C: 2.959 -0.980 -5.118
H: 2.929 -2.383 2.726
H: 4.016 -1.252 -5.104
H: -2.338 4.511 -2.703
C: -4.070 1.214 -5.626
C: 5.182 -0.079 3.762
C: 3.317 -1.469 3.161
S: -4.613 -2.453 0.802
H: 2.271 -2.079 5.662
N: -0.653 -0.785 -2.044
C: 2.208 1.091 -3.891
C: -4.500 0.271 -4.702
O: 1.548 3.326 -0.272
H: -1.773 -2.035 4.254
C: 4.308 0.892 4.226
C: -1.196 2.090 -0.632
C: -3.606 -0.274 -3.797
C: -0.421 -3.759 6.842
H: 2.203 1.621 -4.838
C: 1.861 1.761 -2.724
S: 1.341 1.914 -0.036
H: 1.638 -3.672 7.438
H: -0.789 1.356 -4.771
H: -2.407 2.343 -6.382
Se: -0.538 0.977 3.788
N: -2.362 1.421 -0.483
H: -2.404 -3.647 6.022
O: 2.031 1.303 1.064
S: -3.653 0.059 2.619

Summary:
LUMO ... 2.3 eV
Total charge ... -1
Gap between HOMO and LUMO ... 7.16 eV
HOMO level ... -4.9 eV
ΔE to the lowest compared entry with this formula, charge and spin ... 0.00 kcal/mol

Mulliken population analysis, charges in e, atoms 1 to 6: -0.515, -0.096, -0.192, 1.069, -0.256, -0.396


The following is a quantum chemistry calculation of a structure of composition C31H27As2CrF7N4O18P2, from the OMol25 dataset.

Positions of all 92 atoms, in Å:
F: 3.750 1.209 -4.858
H: 1.571 -1.733 -3.243
H: 0.544 3.987 4.177
O: -0.112 -4.806 2.245
F: 1.651 -0.003 -5.862
C: 0.334 0.378 -3.929
C: -5.138 0.924 0.465
H: -3.377 -5.750 -1.676
Cr: 1.944 2.726 1.623
H: -2.533 -2.316 -3.457
C: -0.813 -0.410 -4.325
O: 1.195 4.895 -0.944
C: -0.162 -2.830 0.961
C: 3.804 2.321 -2.183
F: 4.416 -1.731 2.081
H: -6.158 0.593 0.632
O: -0.448 2.815 0.982
C: -0.762 -0.149 2.349
H: 1.361 4.399 5.703
C: 2.648 1.138 -4.087
O: -4.676 -2.107 -2.061
C: -0.803 -1.310 -5.438
N: -2.799 -1.340 -3.337
C: 2.129 -2.439 -2.633
O: 2.932 2.870 3.154
H: -1.041 0.886 2.164
C: -0.274 -3.469 2.308
P: 0.934 5.589 0.490
O: 0.157 2.431 2.258
H: 1.932 5.073 4.156
C: -0.361 -3.528 -0.180
O: -4.356 -0.271 0.362
H: 0.657 -4.982 4.164
C: 1.449 1.548 -2.111
C: 5.027 2.596 -2.839
C: 2.454 3.001 4.462
C: -1.983 -0.354 -3.602
C: 0.144 -3.053 -1.512
C: 1.513 4.191 4.639
C: -0.074 -5.457 3.513
O: -0.383 -2.880 3.353
C: 3.117 -1.390 2.030
C: 2.882 -0.143 1.116
O: 1.224 7.030 0.446
C: 2.677 1.683 -2.787
C: 1.542 0.510 -4.622
H: 0.947 1.465 4.319
P: -1.481 4.076 1.224
N: 3.501 2.899 0.284
C: -3.049 -0.061 0.101
H: 3.081 -2.022 -2.320
C: -4.198 -2.699 -0.940
As: -0.337 -0.916 0.599
H: 2.516 0.878 4.872
H: -4.789 1.534 1.298
F: -0.752 0.919 -1.905
O: 2.079 0.692 1.623
C: -2.823 -2.470 -0.389
As: -2.121 -4.328 -0.028
O: -4.880 -3.579 -0.477
H: -1.620 -5.888 -1.923
H: -2.325 2.865 -0.407
O: 1.584 4.688 1.513
C: -2.444 -5.195 -1.757
C: -4.102 -1.035 -2.783
H: 1.472 1.796 5.984
F: 2.702 -1.234 3.293
F: 2.453 -2.464 1.537
H: 2.266 -3.370 -3.185
O: -2.335 3.805 -0.162
H: 0.144 -0.165 2.948
C: 1.809 1.705 4.946
H: -2.478 -4.497 -2.587
H: 0.208 -6.486 3.306
O: -0.678 5.395 0.693
O: 3.459 -0.168 0.043
O: -0.486 -3.070 -2.548
H: 3.343 3.194 5.085
H: -3.999 -0.127 -2.189
F: 1.293 2.015 -0.869
H: -4.831 -0.854 -3.573
C: 3.716 2.673 -0.828
N: -0.925 -2.059 -6.307
H: -1.555 -0.692 2.855
N: 6.036 2.849 -3.344
C: -2.268 -1.327 0.027
H: -5.066 1.511 -0.450
C: 0.351 0.958 -2.661
H: -1.053 -5.420 3.992
H: 1.056 5.544 -1.640
O: -2.577 1.044 -0.008
O: 1.424 -2.719 -1.410

Summary:
LUMO (alpha / beta) ... 3.0 / 2.7 eV
Total charge ... -2
Spin multiplicity ... 5
Gap between HOMO and LUMO (alpha / beta) ... 5.58 / 5.51 eV
⟨S²⟩ ... 6.050
HOMO level (alpha / beta) ... -2.6 / -2.8 eV

Mulliken population analysis, charges in e, atoms 1 to 6: -0.412, 0.184, 0.023, -0.190, -0.431, -0.182


The following is a quantum chemistry calculation of a structure of composition C31H27BF14N2O3STeTi, from the OMol25 dataset.

Positions of all 81 atoms, in Å:
C: -1.789 -3.456 3.912
C: -4.544 3.317 -0.488
H: -7.105 4.170 -0.158
H: -1.826 -2.080 5.555
O: -0.066 1.592 -0.107
N: 0.389 -0.495 1.911
C: -2.659 -4.499 4.556
F: 3.890 2.632 0.146
H: -4.433 -0.429 -0.810
H: -9.172 2.959 -0.716
C: -7.048 3.153 -0.523
H: 0.524 2.510 -2.673
C: 0.134 4.102 -0.493
C: 4.161 1.414 0.655
H: -4.664 4.042 0.321
H: -0.536 3.445 4.024
C: -5.794 2.576 -0.713
F: 2.663 -1.544 2.164
H: -6.846 -0.478 -1.740
H: -4.141 0.446 -2.306
H: 1.169 5.073 4.500
C: 0.277 -3.147 0.717
C: -1.477 -2.258 4.544
B: -0.107 -0.522 -2.188
C: 0.723 0.735 2.378
C: -8.210 2.471 -0.825
Ti: 0.351 -0.482 -0.171
F: 3.508 -1.536 0.177
C: 3.394 -0.834 1.309
H: 1.953 1.510 -2.317
C: -0.721 -1.303 3.913
H: -4.272 3.869 -1.388
F: 1.770 -4.042 2.438
C: -1.224 -3.696 2.665
H: -1.208 1.259 3.128
F: 2.398 -4.285 0.407
F: 0.230 -4.537 -1.238
F: 0.015 -1.474 -3.166
F: -0.847 0.487 -2.777
H: -9.039 0.630 -1.553
C: -0.493 -2.733 1.980
F: 4.874 0.795 -0.300
Te: -2.774 1.674 -0.314
O: 2.205 0.550 -0.198
C: 2.376 2.505 2.615
C: -6.899 0.554 -1.411
H: -0.442 -0.407 4.444
C: 0.190 2.819 3.522
C: -1.761 -0.396 0.040
H: -0.750 3.907 -1.091
C: -0.571 -3.881 -0.380
C: -0.179 1.581 3.047
H: 2.109 3.293 -2.347
H: 2.170 5.297 3.058
C: -0.279 -1.444 2.573
N: -2.588 -1.187 0.518
H: -2.403 -2.146 0.800
H: -3.576 -4.646 3.979
H: -1.374 -4.676 2.232
C: 1.319 -4.232 1.190
S: 1.083 2.506 -0.331
C: -8.136 1.169 -1.290
C: -5.725 1.242 -1.133
F: 0.815 -5.496 1.201
H: 2.850 4.520 4.488
F: 4.642 -0.840 1.861
C: 2.867 0.607 0.994
H: -2.933 -4.200 5.567
H: -2.137 -5.456 4.603
H: -0.166 4.385 0.510
H: 3.361 2.915 2.444
F: -1.254 -2.994 -1.118
C: -4.406 0.566 -1.252
F: 5.049 1.642 1.650
C: 2.033 1.259 2.097
F: -1.493 -4.799 0.002
C: 1.945 4.618 3.884
C: 1.456 2.456 -2.128
H: 0.764 4.868 -0.929
C: 1.498 3.281 3.354
O: 0.920 -2.192 0.034

Summary:
LUMO (alpha / beta) ... 4.1 / 4.1 eV
Total charge ... -2
Spin multiplicity ... 3
Gap between HOMO and LUMO (alpha / beta) ... 4.75 / 5.74 eV
⟨S²⟩ ... 2.020
HOMO level (alpha / beta) ... -0.6 / -1.7 eV

Mulliken population analysis, charges in e, atoms 1 to 6: 0.548, -1.668, 0.365, 0.252, -0.038, 0.927